Entry 1:
Below is a cluster of 2 separate species, C7H16O2 in total, with properties calculated with wB97M-V/def2-TZVPD.

Each line ends with the Mulliken charge.
Cartesian coordinates (Å):
C: 1.55967 0.36277 -0.21224  1.366
C: -2.66099 0.62547 0.03109  -0.534
C: 1.53838 0.93395 -1.63373  -1.658
C: 2.94054 0.50712 0.42039  -1.662
C: -3.49929 -0.28793 0.91375  -0.902
O: 0.59598 0.97130 0.61337  -0.537
H: 0.68973 1.92931 0.56138  0.317
H: -3.06618 1.63495 0.00884  0.400
H: -1.65452 0.70289 0.43409  0.025
H: 0.54216 0.84643 -2.06371  0.330
H: 3.61971 -0.21063 -0.03966  0.386
H: 3.33215 1.51533 0.29046  0.405
H: 2.23455 0.37833 -2.25579  0.391
H: 1.83827 1.98198 -1.63081  0.473
H: 2.89801 0.27337 1.48229  0.362
H: -4.53401 -0.33268 0.57825  0.331
H: -3.48674 0.06507 1.94358  0.255
H: -3.10632 -1.30294 0.90697  0.256
C: 0.08965 -1.81423 0.36725  -0.927
C: 1.27411 -1.23941 -0.34851  0.462
O: 2.07120 -1.92639 -0.93878  -0.567
H: -2.57428 0.19895 -0.99656  0.228
H: 0.02573 -1.41661 1.37719  0.348
H: 0.13428 -2.90052 0.36145  0.387
H: -0.80181 -1.49585 -0.17056  0.064

Output
DFT total energy	-11613.297	eV
HOMO energy	-0.349	Ha
HOMO-LUMO gap	10.2	eV
LUMO	0.731	eV
ΔE to the lowest compared entry with this formula, charge and spin	92.1	kJ/mol

=====

Entry 2:
Below is a structure of composition C45H55BBrF4I2N4O3PSTi, with properties calculated with wB97M-V/def2-TZVPD.

Each line ends with the Mulliken charge.
Cartesian coordinates (Å):
Ti: -19.27713 -5.21552 2.79541  -0.458
O: -17.26769 -2.16805 3.11859  -0.734
S: -18.71409 -1.97844 3.20755  1.232
O: -19.48600 -1.82061 1.97895  -0.508
N: -19.49950 -3.11450 4.03412  0.699
C: -18.96412 -3.31841 5.34888  -0.650
C: -19.25665 -2.51732 6.45829  -0.144
C: -18.64101 -2.79115 7.69382  -0.996
C: -17.63360 -3.69118 7.79361  -1.068
C: -17.39808 -4.54821 6.71924  1.120
C: -16.41641 -5.56686 6.70448  -1.218
C: -16.25516 -6.43339 5.63247  -1.366
C: -17.08649 -6.29167 4.53808  -0.247
N: -18.02342 -5.28936 4.43756  1.274
C: -18.13336 -4.39220 5.50205  0.196
C: -18.97983 -0.41662 4.11983  -0.769
C: -18.03459 0.21208 4.89705  -0.259
C: -18.36993 1.30353 5.71153  -0.456
C: -19.68665 1.74872 5.78961  -0.977
C: -20.56849 1.16195 4.88386  0.011
C: -20.26797 0.09562 4.09195  0.119
H: -19.93960 -1.65034 6.32904  0.233
H: -18.88809 -2.20297 8.58921  0.345
H: -17.17244 -3.92020 8.73462  0.375
H: -15.71571 -5.55370 7.56822  0.265
H: -15.45135 -7.17299 5.59430  0.435
H: -16.97374 -6.92800 3.68574  0.322
H: -17.00810 -0.17705 4.78268  0.396
H: -17.52327 1.78483 6.24679  0.323
H: -19.97172 2.58498 6.41877  0.417
H: -21.63813 1.49584 4.85283  0.303
H: -21.03212 -0.39527 3.50710  -0.221
C: -21.01464 -3.71279 -2.25719  -1.443
C: -19.77562 -3.97141 -1.43120  0.815
C: -18.53689 -3.56730 -1.90332  -0.864
C: -17.37943 -3.87588 -1.15327  -0.819
C: -17.52400 -4.54216 0.07262  -0.040
Br: -16.06849 -5.20335 0.97003  -0.054
N: -18.74674 -4.89092 0.53599  0.774
C: -19.84835 -4.65410 -0.22130  -0.584
H: -20.84763 -4.02742 -3.27722  0.560
H: -21.28889 -2.65728 -2.26450  0.283
H: -21.85691 -4.31993 -1.86084  -0.092
H: -18.49751 -3.05861 -2.84370  0.538
H: -16.38964 -3.56703 -1.55941  0.339
H: -20.79559 -4.88888 0.26836  0.798
F: -20.98759 -6.88057 -1.69635  -0.251
B: -22.23884 -7.28577 -2.16580  0.477
F: -23.15899 -6.21384 -2.10328  -0.437
F: -22.11020 -7.74641 -3.45466  -0.353
F: -22.73131 -8.27036 -1.29248  -0.408
I: -18.37212 -8.25175 1.68316  -0.026
I: -15.89480 -10.13255 0.97890  -0.757
N: -19.82015 -7.06856 2.63273  0.242
C: -20.72698 -7.85929 3.36308  0.240
C: -20.48828 -8.16769 4.70520  -0.259
C: -21.29633 -9.09140 5.33920  -0.450
C: -22.37603 -9.68203 4.68008  -0.970
C: -22.64172 -9.32231 3.35264  -0.057
C: -21.85670 -8.44167 2.67487  -0.708
H: -19.66557 -7.70206 5.19981  0.456
H: -21.01411 -9.37224 6.36339  0.412
H: -23.01066 -10.44644 5.13588  0.341
H: -23.51157 -9.72618 2.86742  0.465
H: -22.04518 -8.14075 1.63177  0.508
O: -21.17089 -4.56360 2.34684  0.796
P: -22.46648 -3.91273 2.83551  -0.463
C: -22.54704 -3.86203 4.67117  1.652
C: -23.84878 -3.35692 5.31254  -1.060
C: -24.35257 -4.26356 6.43382  -0.964
C: -23.24571 -4.62037 7.42532  -1.052
C: -21.95937 -5.21130 6.73449  -0.634
C: -22.01921 -5.19218 5.22950  0.697
C: -22.51888 -2.19209 2.19331  2.119
C: -22.63435 -2.05333 0.65681  -0.376
C: -22.46400 -0.61793 0.17832  -1.437
C: -22.82797 0.39920 1.28554  -0.160
C: -23.96047 -0.07721 2.17888  -1.100
C: -23.59242 -1.43439 2.90338  -0.999
C: -23.99394 -4.76799 2.27494  1.245
C: -23.98890 -5.21429 0.78458  0.511
C: -25.44698 -5.30512 0.33112  -0.927
C: -26.35608 -5.78648 1.52459  -0.869
C: -25.59311 -6.72140 2.47452  -1.021
C: -24.42394 -5.98525 3.11877  1.492
H: -21.75860 -3.09354 4.94479  -0.016
H: -24.68245 -3.12633 4.65200  0.334
H: -23.67545 -2.38459 5.74749  0.528
H: -24.75746 -5.21510 5.98417  0.265
H: -25.24227 -3.84939 6.87605  0.606
H: -23.60989 -5.17392 8.27574  0.384
H: -22.87987 -3.64042 7.85515  0.352
H: -21.76946 -6.24636 7.04244  0.733
H: -21.06859 -4.62916 7.11501  -0.309
H: -22.64132 -6.06257 4.94559  -0.202
H: -20.98489 -5.38525 4.85837  -1.350
H: -21.53528 -1.92468 2.53556  -0.580
H: -23.63762 -2.37616 0.41366  0.531
H: -21.93122 -2.73702 0.15627  -0.998
H: -23.03663 -0.44653 -0.69177  0.687
H: -21.45370 -0.39405 -0.17052  0.380
H: -23.14547 1.34367 0.81933  0.525
H: -21.93408 0.56673 1.88727  -0.133
H: -24.87405 -0.20608 1.58741  0.379
H: -24.15247 0.67262 2.95165  0.509
H: -24.51894 -1.99547 2.90342  0.317
H: -23.34979 -1.26759 3.90421  0.129
H: -24.77834 -3.96561 2.35254  0.658
H: -23.51847 -6.20723 0.66596  -0.162
H: -23.42491 -4.60607 0.08427  -0.469
H: -25.52289 -5.91593 -0.58713  0.533
H: -25.90775 -4.32474 0.02083  0.249
H: -27.31728 -6.19642 1.13260  0.423
H: -26.60090 -4.94472 2.12439  0.283
H: -25.22310 -7.54360 1.92075  0.439
H: -26.23492 -7.19821 3.19825  0.635
H: -23.57711 -6.69221 3.21454  -1.244
H: -24.70730 -5.62862 4.12101  -0.530

Output
charge	-2
DFT total energy	-200702.454	eV
HOMO energy (spin up / spin down)	-0.030 / -0.084	Ha
HOMO-LUMO gap (spin up / spin down)	4.2 / 5.7	eV
spin multiplicity	3
LUMO (spin up / spin down)	3.424 / 3.422	eV
ΔE to the lowest compared entry with this formula, charge and spin	0.0	kJ/mol

=====

Entry 3:
Below is the molecule C4H4N2O, with properties calculated with wB97M-V/def2-TZVPD.

Each line ends with the Mulliken charge.
Cartesian coordinates (Å):
C: -0.29009 -1.11444 0.06318  0.273
C: 0.01025 1.64096 0.23236  0.522
C: -1.24680 -0.10409 -0.09513  0.168
C: 0.89935 -1.63599 -0.15538  -0.788
O: -1.34678 -1.29210 0.83860  -0.423
N: -1.03186 1.18212 0.50769  -0.400
N: 1.06020 2.05220 -0.08694  -0.466
H: 1.09822 3.06646 0.02908  0.291
H: -1.98073 -0.13959 -0.89314  0.342
H: 1.61209 -1.11435 -0.78625  0.234
H: 1.21617 -2.54118 0.34592  0.245

Output
DFT total energy	-9236.673	eV
HOMO energy	-0.342	Ha
HOMO-LUMO gap	10.1	eV
LUMO	0.767	eV
ΔE to the lowest compared entry with this formula, charge and spin	368.1	kJ/mol

=====

Entry 4:
Below is a cluster of 2 separate species, C11H15N in total, with properties calculated with wB97M-V/def2-TZVPD.

Each line ends with the Mulliken charge.
Cartesian coordinates (Å):
C: -3.07191 -0.86708 0.04439  -1.184
C: 0.57897 -0.74175 1.12243  -0.164
C: -0.63733 -0.09503 0.64353  1.033
C: -1.64208 -1.10476 0.45427  0.277
C: -1.02033 -2.28518 0.70837  -0.591
C: 1.66418 -0.12669 1.68706  -0.994
C: 1.65399 1.26835 1.57003  -0.201
C: -0.55911 1.30485 0.59574  -0.317
C: 0.56832 1.94656 1.06615  -0.631
N: 0.24868 -2.12153 1.13763  -0.045
H: 0.81656 -2.84244 1.54191  0.188
H: 2.59433 -0.59217 1.97606  0.317
H: -1.30163 -3.33817 0.65154  0.410
H: 2.48170 1.85348 1.96018  0.374
H: -1.44011 1.93051 0.45031  0.276
H: -3.14729 -1.01435 -1.04014  0.260
H: -3.18632 0.16365 0.39621  0.290
H: 0.75774 3.01137 0.97638  0.343
H: -3.78026 -1.45245 0.62437  0.352
C: 1.49476 0.82892 -4.04950  -0.957
C: 0.72329 1.50574 -2.89105  -0.616
H: 2.03552 1.60157 -4.55354  0.279
H: 2.09261 0.01826 -3.63278  0.301
H: 0.85442 0.40568 -4.83415  0.282
H: 1.33449 1.43573 -1.99721  0.154
H: 0.28661 2.43520 -3.23505  0.368
H: -0.26126 1.00723 -2.72780  0.196

Output
DFT total energy	-13139.695	eV
HOMO energy	-0.282	Ha
HOMO-LUMO gap	8.6	eV
LUMO	0.914	eV
ΔE to the lowest compared entry with this formula, charge and spin	105.7	kJ/mol

=====

Question: The highest ΔE to the lowest compared entry with this formula, charge and spin belongs to which entry?
Answer: C4H4N2O

=====

Question: Among the records above, which one has the highest DFT total energy?
Answer: C4H4N2O

=====

Question: Which of these has the highest DFT total energy?
Answer: C4H4N2O

=====

Question: Number 1 is which compound?
Answer: C7H16O2